# 1
Entry from the Open Molecules 2025 dataset: a molecular structure, C13H39N2O15PS in a non-equilibrium geometry (ωB97M-V/def2-TZVPD).

```
71
Properties=species:S:1:pos:R:3:forces:R:3:mulliken_charge:R:1
C -1.266 -0.232 0.588 -0.25 -0.30 0.17 -0.76
C -1.776 1.085 0.083 -0.05 -0.16 -0.07 1.04
N -1.560 1.383 -1.127 -0.05 0.22 -0.08 -0.75
C -2.490 2.098 0.966 0.44 0.36 -0.12 -0.88
O -2.807 1.656 2.312 -0.64 0.33 -0.21 -0.29
S -3.962 0.561 2.358 0.16 -1.07 0.14 0.64
O -4.019 0.154 3.738 -0.07 0.29 0.07 -0.67
O -5.401 1.390 2.134 -0.11 0.02 0.45 -0.19
P -6.199 1.045 0.759 0.42 0.48 -2.05 0.88
N -5.512 1.724 -0.441 0.08 -0.20 0.34 -0.67
O -6.368 -0.531 0.552 -0.10 0.03 0.91 -0.50
O -7.668 1.534 1.086 0.52 0.05 0.72 -0.45
H -0.217 -0.151 0.892 -0.27 0.05 -0.10 0.04
H -1.342 -0.941 -0.238 0.20 0.06 0.00 0.33
H -1.833 -0.656 1.417 0.02 0.17 0.05 0.33
H -1.934 2.313 -1.337 -0.01 -0.04 -0.13 0.24
H -3.382 2.480 0.462 -0.10 -0.24 0.05 0.48
H -1.811 2.944 1.091 -0.04 -0.08 0.29 0.34
H -5.260 1.070 -1.171 -0.05 0.20 -0.16 0.23
H -5.683 -1.057 0.984 -0.08 -0.09 -0.11 0.35
H -7.636 2.228 1.763 -0.34 -0.07 -0.02 0.33
C -6.510 1.031 7.643 0.10 0.35 -0.03 -0.27
C -7.278 0.833 6.354 0.22 -0.12 -0.15 -0.47
O -6.803 1.740 5.359 -0.06 0.05 0.02 -0.51
O -6.640 2.370 8.097 -0.17 -0.06 0.04 -0.52
H -6.885 0.371 8.426 0.01 0.01 0.01 0.32
H -5.445 0.822 7.480 -0.05 -0.23 -0.03 0.24
H -8.333 1.063 6.504 0.00 0.01 -0.01 0.30
H -7.181 -0.196 5.995 -0.07 -0.04 0.10 0.29
H -5.918 1.455 5.104 0.03 -0.01 -0.10 0.28
H -6.635 2.922 7.305 0.06 0.01 0.03 0.34
C 3.334 0.054 -1.315 -0.26 -0.44 0.14 -0.53
C 2.354 0.918 -0.552 0.19 -0.02 0.18 -0.33
O 1.763 0.154 0.514 0.15 0.01 -0.04 -0.52
O 2.698 -1.102 -1.842 0.26 0.99 0.56 -0.37
H 3.769 0.606 -2.149 0.02 0.02 0.02 0.33
H 4.140 -0.274 -0.642 0.11 0.25 0.00 0.27
H 1.535 1.228 -1.201 -0.06 -0.07 0.04 0.19
H 2.841 1.801 -0.143 0.05 0.03 -0.12 0.39
H 2.444 -0.003 1.177 0.01 0.00 -0.03 0.27
H 2.055 -1.371 -1.174 0.00 -0.11 -0.07 0.28
C 1.939 -4.092 -3.500 0.26 0.26 -0.09 -0.29
C 1.931 -4.721 -4.878 0.19 -0.22 0.15 -0.49
O 3.253 -4.697 -5.414 -0.18 -0.02 -0.15 -0.51
O 2.434 -2.766 -3.549 -0.38 -0.80 -0.71 -0.35
H 0.933 -4.063 -3.078 0.01 -0.01 0.02 0.31
H 2.590 -4.677 -2.832 -0.18 -0.21 0.00 0.19
H 1.309 -4.143 -5.561 0.01 0.02 0.01 0.27
H 1.558 -5.750 -4.838 -0.11 0.04 0.01 0.30
H 3.786 -5.315 -4.902 0.18 0.16 -0.02 0.27
H 3.138 -2.777 -4.211 0.06 0.03 0.07 0.28
C 3.682 5.214 -0.820 -0.18 -0.14 0.24 -0.35
C 2.583 5.941 -1.565 0.04 0.27 0.15 -0.48
O 1.489 6.203 -0.684 0.00 -0.13 -0.05 -0.53
O 3.183 4.002 -0.271 0.03 0.10 -0.16 -0.47
H 4.511 4.970 -1.484 0.00 -0.01 0.01 0.31
H 4.056 5.839 0.002 0.10 0.14 -0.14 0.26
H 2.191 5.315 -2.365 -0.02 0.00 0.01 0.26
H 2.951 6.879 -1.991 0.08 -0.07 -0.09 0.33
H 1.770 6.875 -0.053 -0.05 0.00 0.00 0.31
H 2.280 4.193 0.017 0.03 -0.01 0.04 0.32
C 7.133 -4.620 -1.808 -0.34 0.21 0.06 -0.32
C 6.850 -5.266 -3.148 0.18 0.24 -0.09 -0.47
O 6.027 -4.407 -3.939 -0.08 -0.18 0.06 -0.43
O 5.924 -4.330 -1.124 0.01 -0.24 -0.04 -0.50
H 7.729 -5.281 -1.177 0.01 0.02 0.01 0.34
H 7.680 -3.679 -1.955 0.20 -0.12 -0.08 0.25
H 6.288 -6.190 -3.011 -0.01 0.00 0.00 0.26
H 7.779 -5.488 -3.681 0.03 -0.10 0.09 0.31
H 6.558 -3.646 -4.199 -0.08 0.02 -0.05 0.27
H 5.289 -4.045 -1.794 0.01 0.12 0.06 0.31
```
Positions in Å, forces in eV/Å.

The lowest unoccupied orbital energy comes out at 0.35 eV. Its HOMO energy is -9.44 eV. The energy is -67928.03215 eV. As for the strongest force on any atom: 2.1 eV Å⁻¹. The spin multiplicity is 1. The calculation puts the energy relative to the best compared isomer or geometry (same formula, charge and spin) at 0.343 eV.


# 2
Entry from the Open Molecules 2025 dataset: a molecular structure, C13H40BO7V in a non-equilibrium geometry (ωB97M-V/def2-TZVPD).

```
62
Properties=species:S:1:pos:R:3:forces:R:3:mulliken_charge:R:1
O 12.171 -0.027 1.716 -0.26 -0.54 1.21 -0.44
V 12.436 -0.069 3.290 -0.39 2.10 -0.59 0.72
O 11.383 0.927 3.980 0.34 -1.56 -0.89 -0.57
B 14.198 1.394 3.564 0.01 0.53 0.95 1.06
H 13.492 1.798 4.382 -0.59 0.65 0.83 -0.38
H 14.443 0.307 3.824 0.63 -2.33 0.61 -0.23
H 13.758 1.370 2.511 -0.97 0.19 -1.78 0.01
H 15.183 1.990 3.580 1.15 0.56 -0.20 -0.19
C 14.159 -2.958 1.923 -0.08 -0.34 0.18 -0.92
O 14.056 -1.891 2.870 -0.36 0.20 -0.07 -0.29
H 15.154 -3.028 1.484 0.11 0.15 0.14 0.30
H 13.922 -3.888 2.441 -0.01 -0.18 -0.24 0.38
H 13.456 -2.800 1.111 -0.16 0.25 0.17 0.27
H 14.590 -2.102 3.639 0.26 0.05 -0.16 0.18
C 9.009 -1.748 1.792 -0.08 -0.36 0.03 -1.47
C 9.455 -1.354 3.215 -1.11 -0.68 -1.71 0.63
C 8.527 -1.963 4.245 0.39 0.15 0.63 -1.48
O 10.806 -1.788 3.432 0.09 0.61 0.28 -0.26
H 9.723 -1.442 1.028 0.07 0.23 0.17 0.32
H 8.044 -1.287 1.573 0.04 0.07 0.00 0.43
H 8.857 -2.826 1.676 0.10 -0.04 0.18 0.34
H 9.350 -0.273 3.177 0.89 0.11 0.78 0.27
H 8.998 -1.949 5.232 -0.10 0.39 0.03 0.31
H 8.317 -3.022 4.078 -0.18 0.10 -0.40 0.35
H 7.616 -1.368 4.274 -0.17 -0.30 0.10 0.44
H 10.764 -2.750 3.444 0.41 0.02 -0.03 0.24
C 9.535 5.358 3.626 0.19 0.07 0.21 -1.14
C 10.713 5.516 4.576 -0.49 -0.15 0.56 0.30
C 11.076 4.223 5.291 -0.33 -0.48 -0.72 -0.81
O 11.849 6.029 3.891 -0.13 0.00 0.09 -0.55
H 9.689 4.453 3.034 -0.24 0.17 -0.29 0.22
H 9.483 6.264 3.023 0.00 -0.20 -0.30 0.32
H 8.589 5.297 4.168 0.04 -0.25 0.05 0.36
H 10.389 6.238 5.332 0.53 0.32 -0.13 0.31
H 10.219 3.756 5.784 0.01 0.37 0.36 0.35
H 11.919 4.365 5.962 -0.06 -0.07 0.10 0.31
H 11.323 3.470 4.533 0.39 0.06 0.04 -0.04
H 12.138 5.325 3.296 0.11 0.13 0.04 0.35
C 11.756 -2.423 7.109 0.44 -0.18 -0.70 -1.32
C 12.134 -1.035 6.616 -0.88 1.14 0.55 0.53
C 12.940 -0.258 7.647 0.35 -0.48 -0.33 -1.34
O 12.823 -1.071 5.363 0.41 -0.69 -0.17 -0.11
H 11.347 -2.412 8.115 -0.08 0.09 -0.01 0.40
H 12.663 -3.040 7.115 0.00 -0.01 0.22 0.37
H 11.069 -2.921 6.424 -0.14 0.11 0.07 0.25
H 11.263 -0.406 6.405 -0.17 -0.41 -0.13 0.12
H 13.928 -0.728 7.718 0.01 0.13 0.28 0.33
H 12.436 -0.318 8.610 0.11 0.11 0.07 0.40
H 13.072 0.778 7.345 -0.02 0.00 -0.01 0.31
H 13.603 -1.626 5.502 -0.03 0.22 -0.11 0.24
C 15.069 0.136 -0.283 -0.63 0.28 -0.62 -1.12
C 16.451 0.466 0.239 -0.35 -0.84 0.83 0.94
C 17.543 0.409 -0.804 0.16 -0.37 0.10 -1.51
O 16.514 1.739 0.849 0.02 0.22 -0.01 -0.61
H 15.084 -0.790 -0.864 0.12 0.06 -0.10 0.33
H 14.741 0.956 -0.931 -0.08 -0.16 -0.10 0.33
H 14.284 -0.004 0.473 0.46 0.24 0.11 0.13
H 16.623 -0.308 1.008 0.47 0.09 -0.04 0.03
H 17.406 1.185 -1.556 0.09 0.09 0.07 0.36
H 17.583 -0.559 -1.309 -0.28 0.01 -0.01 0.37
H 18.508 0.502 -0.304 0.02 0.37 -0.12 0.37
H 15.941 1.750 1.627 -0.06 -0.01 -0.03 0.18
```
Positions in Å, forces in eV/Å.

The lowest unoccupied orbital energy comes out at -0.35 eV. Its HOMO energy is -9.40 eV. The energy is -54824.24572 eV. As for the strongest force on any atom: 2.5 eV Å⁻¹. The spin multiplicity is 1.


# 3
Entry from the Open Molecules 2025 dataset: a molecular structure, C13H40ClO21P4SSr in a non-equilibrium geometry (ωB97M-V/def2-TZVPD).

```
81
Properties=species:S:1:pos:R:3:forces:R:3:mulliken_charge:R:1
Sr -2.449 -0.527 -1.318 -0.43 -0.23 -0.41 1.11
S -6.608 3.972 -2.069 0.39 -0.15 0.54 1.25
O -7.832 3.865 -2.837 -3.19 -2.31 -1.26 -0.55
O -5.604 3.007 -2.473 0.72 -0.67 -0.24 -0.63
O -6.417 5.317 -2.584 2.47 3.22 -0.53 -0.57
O -6.819 4.000 -0.650 -0.10 -0.45 1.64 -0.66
Cl -2.915 -4.550 -3.995 0.11 0.48 0.35 -0.93
C -8.081 -1.239 -0.293 0.80 -0.37 0.87 -0.56
O -6.855 -0.828 0.413 -1.10 -0.43 -0.79 -0.52
H -8.126 -0.955 -1.344 0.26 0.32 0.12 0.27
H -8.093 -2.328 -0.237 0.19 0.00 -0.11 0.23
H -8.986 -0.926 0.229 0.10 0.38 0.01 0.25
H -6.940 0.095 0.663 -0.11 0.20 -0.18 0.32
C 4.782 -4.901 -1.569 -0.92 0.59 -0.99 -0.60
O 4.924 -4.141 -0.331 0.17 0.88 -0.39 -0.31
P 4.376 -2.598 -0.146 -2.90 0.95 -0.57 1.00
O 3.016 -2.280 -0.792 3.31 -1.46 2.11 -0.62
O 4.460 -2.422 1.523 0.23 -0.41 -3.20 -0.33
C 5.707 -2.589 2.209 0.14 0.22 0.61 -0.61
O 5.422 -1.513 -0.766 -0.51 -1.77 1.57 -0.32
C 5.454 -1.331 -2.184 0.63 0.20 -0.06 -0.65
H 4.040 -5.695 -1.494 -0.08 0.23 0.60 0.28
H 5.653 -5.366 -2.029 0.80 0.24 1.16 0.30
H 4.449 -4.266 -2.390 -0.36 0.30 0.25 0.21
H 6.303 -3.434 1.865 -0.14 0.07 -0.27 0.30
H 5.479 -2.753 3.262 -0.29 -0.19 -0.10 0.25
H 6.284 -1.664 2.205 0.07 -0.01 -0.45 0.25
H 5.336 -0.258 -2.329 0.05 -0.17 -0.33 0.25
H 4.710 -1.882 -2.759 -0.24 0.08 0.40 0.32
H 6.445 -1.677 -2.477 0.00 0.26 -0.35 0.25
C -1.981 4.493 5.074 -1.21 0.96 1.51 -0.70
O -1.220 5.223 4.099 1.25 -1.58 -0.58 -0.31
P 0.036 4.360 3.534 -0.12 -1.22 -1.90 0.92
O -0.295 3.180 2.642 0.52 2.32 2.07 -0.61
O 1.037 5.410 2.847 -0.54 0.83 0.11 -0.31
C 0.622 6.371 1.832 -0.94 -0.54 0.08 -0.64
O 0.847 4.044 4.869 -1.34 1.56 -0.90 -0.26
C 1.971 3.225 4.932 0.36 -1.21 0.94 -0.68
H -3.057 4.549 4.913 0.11 -0.04 -0.91 0.31
H -1.890 5.067 5.996 0.39 -0.17 0.22 0.27
H -1.745 3.453 5.303 0.53 0.09 -0.62 0.32
H 1.373 6.459 1.047 -0.04 -0.43 0.18 0.25
H 0.411 7.374 2.202 0.41 -0.13 0.70 0.26
H -0.344 6.038 1.453 0.20 -0.09 -0.55 0.32
H 1.567 2.408 5.530 0.84 -0.66 -0.21 0.27
H 2.757 3.706 5.514 -0.08 0.24 -0.09 0.25
H 2.394 2.892 3.985 -0.38 0.04 -0.10 0.32
C -2.720 -4.762 5.836 -1.04 0.40 0.60 -0.70
O -1.665 -5.533 5.301 1.37 -0.07 -1.87 -0.30
P -1.607 -5.781 3.679 -1.54 0.51 0.73 0.97
O -1.990 -4.624 2.848 0.75 -0.96 0.64 -0.64
O -0.239 -6.489 3.296 0.46 0.46 0.55 -0.26
C 0.335 -7.464 4.163 1.17 -0.16 1.16 -0.70
O -2.610 -7.019 3.646 -0.31 0.36 1.12 -0.27
C -2.798 -7.729 2.460 1.17 -0.49 -1.42 -0.74
H -3.408 -4.363 5.091 -0.04 -0.48 -0.22 0.33
H -2.432 -3.870 6.393 0.90 -0.11 -0.10 0.26
H -3.224 -5.397 6.565 -0.30 -0.03 -0.23 0.26
H -0.191 -7.548 5.114 -0.49 -0.39 -0.36 0.32
H 1.335 -7.194 4.503 0.11 0.96 -0.28 0.29
H 0.595 -8.418 3.704 -1.10 -0.05 -0.49 0.30
H -1.982 -7.500 1.775 -0.29 0.64 -0.55 0.33
H -3.766 -7.514 2.007 0.13 -0.26 0.11 0.28
H -2.544 -8.781 2.587 -0.94 -0.27 0.58 0.29
C -0.309 5.715 -5.895 -2.80 0.70 0.66 -0.77
O 0.567 4.981 -6.641 2.88 -2.30 -0.78 -0.28
P 1.373 3.716 -6.026 -0.38 1.21 -0.42 0.94
O 0.594 2.819 -5.184 0.16 -0.12 0.01 -0.64
O 2.074 3.101 -7.317 -0.69 0.46 0.11 -0.26
C 1.645 1.880 -7.915 0.30 -0.83 -1.13 -0.72
O 2.566 4.449 -5.271 0.14 -1.05 -0.15 -0.29
C 3.316 5.449 -5.932 0.71 0.87 0.38 -0.59
H -0.098 6.783 -5.946 0.01 -0.04 -0.27 0.26
H -0.487 5.469 -4.849 0.77 -0.44 0.17 0.36
H -1.254 5.437 -6.362 -0.54 0.96 0.19 0.30
H 1.998 1.049 -7.305 -0.27 -0.01 -0.19 0.30
H 2.036 1.823 -8.931 1.23 0.17 0.26 0.28
H 0.625 1.738 -8.273 -0.77 0.64 1.44 0.32
H 3.647 5.237 -6.949 -0.75 -0.26 -0.20 0.29
H 4.266 5.581 -5.414 -0.17 -0.11 0.46 0.26
H 2.754 6.377 -5.834 0.15 0.11 -0.48 0.23
```
Positions in Å, forces in eV/Å.

The lowest unoccupied orbital energy comes out at -0.78 eV. Its HOMO energy is -2.85 eV. The energy is -118477.32684 eV. As for the strongest force on any atom: 4.2 eV Å⁻¹. Its net charge is -1. The spin multiplicity is 1. The calculation puts the energy relative to the best compared isomer or geometry (same formula, charge and spin) at 13.138 eV.